{"formula": "C2H6NO3", "method": "ωB97M-V/def2-TZVPD", "species": ["O", "O", "O", "N", "C", "C", "H", "H", "H", "H", "H", "H"], "coordinates": [[-1.437, -0.858, -0.042], [-1.134, 1.904, -1.424], [0.066, -1.710, 1.517], [-0.095, 1.231, -1.738], [0.796, 0.176, 0.180], [-0.317, -0.524, 0.789], [-1.312, -0.422, -0.845], [-0.736, 0.137, 1.657], [1.188, 0.919, 0.877], [0.902, 1.801, -1.540], [0.620, -2.220, 0.952], [1.458, -0.432, -0.383]], "atomic_forces_ev_per_a": [[0.78, -1.45, 2.52], [-0.62, 0.93, 0.33], [-0.63, 0.75, 0.45], [2.73, 0.18, -0.49], [0.33, -0.29, 1.77], [-2.88, 0.60, 2.34], [0.46, 1.63, -2.38], [0.58, -1.03, -1.45], [0.24, 0.05, -0.71], [-2.36, -0.58, -0.73], [0.68, -0.68, -0.84], [0.68, -0.11, -0.81]], "charge": -1, "multiplicity": 3, "s2": 2.011, "energy_ev": -9798.814}

=====

{"formula": "C3H9O2", "method": "ωB97M-V/def2-TZVPD", "species": ["O", "O", "C", "C", "C", "H", "H", "H", "H", "H", "H", "H", "H", "H"], "coordinates": [[-0.541, 1.338, 0.590], [-0.644, -1.804, -0.162], [0.552, 0.707, -1.499], [-0.694, -1.813, 1.176], [0.558, 1.512, -0.233], [-0.318, -2.693, 1.773], [1.477, 0.698, -2.071], [-0.089, -0.989, 1.628], [-1.703, -1.668, 1.652], [0.257, -0.315, -1.177], [0.749, 2.577, -0.388], [-0.293, 0.836, -2.183], [1.491, 1.215, 0.289], [-0.801, 0.398, 0.606]], "atomic_forces_ev_per_a": [[-0.96, 0.19, 0.28], [-0.19, -0.26, -0.14], [-1.36, -1.47, -0.36], [0.10, 0.37, 0.85], [1.89, 0.21, -0.08], [0.10, -0.28, -0.56], [0.17, 0.12, 0.18], [0.13, 0.09, 0.34], [-0.18, 0.04, -0.22], [0.78, -0.12, 0.06], [-0.61, 0.25, -0.10], [0.03, 0.99, -0.06], [-0.19, -0.18, 0.13], [0.27, 0.04, -0.31]], "relative_energy_kcal_mol": 28.2, "charge": -1}

=====

Q: charge of number 2 (C3H9O2)?
A: -1